Record 1
Formula: C3H4FNO
Source: OMol25
Level of theory: ωB97M-V with the def2-TZVPD basis set

Geometry as ORCA input:
```
! wB97M-V def2-TZVPD RIJCOSX def2/J DEFGRID3
* xyz 0 1
C 0.62 1.11 1.28
C 0.02 0.03 1.00
C -1.24 -0.15 -1.06
N -0.68 -1.05 -1.76
O -2.18 0.49 -1.21
F 0.28 -1.08 1.73
H 1.38 1.15 2.12
H 0.41 1.98 0.84
H -0.08 -1.61 -1.27
H -0.98 -1.34 -2.72
*
```

Orbital gap (spin up / spin down) ... 8.9 / 8.9 eV
Energy above the lowest of the compared OMol25 structures with the same formula, charge and spin ... 352.67 kJ/mol

=====

Record 2
Formula: C21H23CrN6O6
Source: OMol25
Level of theory: ωB97M-V with the def2-TZVPD basis set

Geometry as ORCA input:
```
! wB97M-V def2-TZVPD RIJCOSX def2/J DEFGRID3
* xyz 2 4
Cr 0.36 0.95 0.59
N -0.09 0.20 2.51
C -1.37 -0.31 3.07
C -2.19 -1.00 1.95
C -3.17 -0.17 1.16
C -2.66 1.09 0.50
N -1.42 0.86 -0.33
H 0.55 -0.62 2.46
H 0.38 0.78 3.23
H -1.82 0.54 3.54
H -1.15 -1.07 3.86
H -2.71 -1.81 2.46
H -1.43 -1.52 1.35
H -3.81 0.16 1.96
H -3.64 -0.88 0.47
H -2.43 1.85 1.29
H -3.47 1.55 -0.25
H -1.44 1.45 -1.19
H -1.50 -0.08 -0.66
C 2.89 2.05 -2.70
C 2.67 3.44 -2.75
C 1.80 4.05 -1.84
C 1.16 3.27 -0.95
N 1.43 1.90 -0.89
C 2.29 1.33 -1.73
C 0.31 3.84 0.04
C -0.03 5.18 0.20
C -0.74 5.60 1.37
C -1.00 4.71 2.33
C -0.62 3.42 2.15
N -0.02 2.97 1.04
H 3.63 1.54 -3.33
H 3.26 4.06 -3.44
H 1.60 5.10 -1.85
H 2.48 0.28 -1.67
H 0.31 5.91 -0.51
H -1.06 6.66 1.50
H -1.27 5.12 3.31
H -0.85 2.73 2.95
O 1.50 -1.90 1.52
C 1.13 -1.85 0.37
O 0.71 -0.77 -0.27
C 1.04 -3.08 -0.40
C 1.21 -4.35 0.16
C 0.96 -5.44 -0.62
C 0.65 -5.32 -1.97
C 0.45 -4.05 -2.45
C 0.71 -2.92 -1.73
N 0.30 -3.86 -3.87
O 0.45 -2.77 -4.37
O -0.05 -4.83 -4.48
N 1.11 -6.79 0.00
O 0.79 -6.83 1.17
O 1.48 -7.66 -0.76
H 1.35 -4.53 1.22
H 0.40 -6.24 -2.56
H 0.60 -1.94 -2.18
*
```

Orbital gap (spin up / spin down) ... 6.8 / 7.2 eV
Energy above the lowest of the compared OMol25 structures with the same formula, charge and spin ... 83.59 kJ/mol

=====

Record 3
Formula: C5H12NO
Source: OMol25
Level of theory: ωB97M-V with the def2-TZVPD basis set

Geometry as ORCA input:
```
! wB97M-V def2-TZVPD RIJCOSX def2/J DEFGRID3
* xyz 2 2
C -0.84 -2.34 0.43
O 0.30 -2.61 1.30
C -0.98 -0.81 0.18
C 0.48 -0.26 -0.28
C 0.68 1.23 -0.18
C 1.67 1.97 0.28
N -0.45 2.04 -1.00
H -0.50 -2.75 -0.57
H -1.76 -2.77 0.77
H -0.02 -3.01 2.09
H -1.37 -0.24 1.08
H -1.56 -0.52 -0.66
H 1.25 -0.78 0.47
H 0.59 -0.60 -1.37
H 2.61 1.88 0.83
H 1.86 3.01 0.14
H -1.15 1.38 -1.25
H 0.12 2.40 -1.83
H -0.93 2.78 -0.43
*
```

Orbital gap (spin up / spin down) ... 11.7 / 4.7 eV
Energy above the lowest of the compared OMol25 structures with the same formula, charge and spin ... 315.88 kJ/mol

=====

Record 4
Formula: C42H92BBrN4O6
Source: OMol25
Level of theory: ωB97M-V with the def2-TZVPD basis set

Geometry as ORCA input:
```
! wB97M-V def2-TZVPD RIJCOSX def2/J DEFGRID3
* xyz 0 1
C 2.86 -2.30 -2.33
C 2.34 -2.53 -0.84
C 1.79 -1.17 -0.23
C 0.33 -0.99 -0.79
N -0.32 0.18 -0.18
N -1.27 0.83 -1.02
C -2.60 0.26 -0.60
C -3.77 0.66 -1.59
C -3.57 -0.25 -2.84
C -4.83 -0.46 -3.78
C -5.48 -1.86 -3.63
C -4.58 -3.03 -4.13
N -4.48 -3.13 -5.62
C -5.03 0.04 -0.85
O -6.20 0.18 -1.22
O -4.81 -0.77 0.14
C -3.80 2.23 -1.77
O -4.97 2.66 -1.12
C -5.77 3.73 -1.52
C -7.07 3.23 -2.30
B -3.62 2.60 -3.33
O -4.65 3.07 -4.18
O -2.38 2.36 -4.01
C -2.44 2.74 -5.39
C -1.04 2.49 -6.07
C -2.60 3.04 -1.05
N -2.55 4.30 -1.88
C -2.98 3.67 0.36
C -2.96 2.78 1.63
C -4.32 2.10 2.03
O -5.46 2.87 1.68
C -1.21 2.31 -1.01
C -0.08 2.92 -1.91
Br 0.86 4.33 -0.83
C 1.08 1.96 -2.35
C 0.79 1.13 -3.66
H 2.11 -2.69 -3.05
H 3.79 -2.88 -2.47
H 3.09 -1.23 -2.54
H 3.16 -2.95 -0.22
H 1.47 -3.21 -0.88
H 1.82 -1.16 0.88
H 2.49 -0.38 -0.59
H 0.43 -0.97 -1.90
H -0.22 -1.89 -0.42
H 0.41 0.81 0.16
H -1.15 0.52 -2.00
H -2.47 -0.84 -0.65
H -2.84 0.46 0.46
H -2.63 -0.08 -3.42
H -3.42 -1.29 -2.44
H -4.46 -0.35 -4.83
H -5.60 0.34 -3.61
H -5.84 -1.99 -2.58
H -6.39 -1.87 -4.28
H -5.04 -3.99 -3.79
H -3.54 -3.01 -3.71
H -5.30 -2.64 -5.99
H -3.64 -2.60 -5.87
H -6.18 4.23 -0.61
H -5.35 4.55 -2.14
H -7.20 3.86 -3.21
H -6.98 2.18 -2.63
H -7.97 3.43 -1.68
H -5.06 2.34 -4.67
H -3.15 2.11 -6.00
H -2.64 3.82 -5.55
H -0.24 3.01 -5.49
H -0.83 1.40 -6.11
H -1.08 2.85 -7.12
H -1.77 4.89 -1.56
H -3.35 4.89 -1.62
H -2.16 4.43 0.52
H -3.90 4.28 0.36
H -2.70 3.45 2.49
H -2.12 2.03 1.63
H -4.30 2.03 3.15
H -4.37 1.03 1.69
H -6.18 2.24 1.50
H -0.85 2.56 0.03
H -0.42 3.45 -2.82
H 1.51 1.35 -1.53
H 1.92 2.64 -2.65
H 1.17 1.62 -4.57
H -0.29 0.90 -3.81
H 1.33 0.16 -3.53
C 8.64 -5.76 -3.50
C 9.08 -4.59 -2.62
C 9.08 -4.93 -1.13
C 7.71 -5.29 -0.55
C 6.63 -4.21 -0.72
C 6.97 -2.91 -0.01
H 7.61 -6.06 -3.28
H 8.68 -5.48 -4.55
H 9.29 -6.62 -3.35
H 8.45 -3.72 -2.82
H 10.09 -4.31 -2.91
H 9.50 -4.08 -0.58
H 9.76 -5.77 -0.95
H 7.83 -5.50 0.52
H 7.35 -6.22 -1.00
H 5.69 -4.59 -0.31
H 6.45 -4.02 -1.78
H 7.10 -3.07 1.06
H 6.16 -2.19 -0.14
H 7.88 -2.45 -0.41
C 0.69 -3.20 6.13
C 1.62 -2.58 5.09
C 1.31 -3.02 3.66
C 1.47 -4.52 3.39
C 2.86 -5.08 3.70
C 3.94 -4.46 2.84
H 0.78 -4.28 6.15
H 0.94 -2.83 7.12
H -0.35 -2.94 5.92
H 2.66 -2.81 5.34
H 1.53 -1.49 5.14
H 1.95 -2.46 2.97
H 0.28 -2.73 3.41
H 1.23 -4.71 2.34
H 0.73 -5.07 3.98
H 2.83 -6.16 3.51
H 3.10 -4.96 4.76
H 3.74 -4.62 1.78
H 4.91 -4.91 3.06
H 4.03 -3.39 3.02
C 0.45 5.11 8.31
C 1.22 4.52 7.14
C 0.80 5.08 5.79
C -0.66 4.81 5.40
C -1.06 3.34 5.36
C -0.28 2.54 4.32
H -0.62 4.90 8.24
H 0.81 4.70 9.26
H 0.58 6.20 8.35
H 1.12 3.43 7.15
H 2.29 4.73 7.29
H 1.46 4.69 5.01
H 0.96 6.17 5.79
H -0.84 5.26 4.42
H -1.33 5.34 6.09
H -2.12 3.27 5.12
H -0.94 2.88 6.35
H -0.43 2.95 3.32
H -0.62 1.50 4.31
H 0.79 2.53 4.53
*
```

Orbital gap ... 7.4 eV
Structure (SMILES) ... CCCCN[N@H+]1C[C@@](CCCCN)(C(=O)[O-])[C@](OCC)(B(O)OCC)[C@@](N)(CCCO)[C@@H]1[C@@H](Br)CC.CCCCCC.CCCCCC.CCCCCC
Energy above the lowest of the compared OMol25 structures with the same formula, charge and spin ... 141.37 kJ/mol

=====

What are the E_tot values for these records? In order: -9426.9615, -71778.8024, -8894.3879, -134008.5640 eV.